{
  "formula": "C32H88N8O8",
  "method": "wB97M-V/def2-TZVPD",
  "elements": ["C", "C", "C", "O", "C", "N", "H", "H", "H", "H", "H", "H", "H", "H", "H", "H", "H", "C", "C", "C", "O", "C", "N", "H", "H", "H", "H", "H", "H", "H", "H", "H", "H", "H", "C", "C", "C", "O", "C", "N", "H", "H", "H", "H", "H", "H", "H", "H", "H", "H", "H", "C", "C", "C", "O", "C", "N", "H", "H", "H", "H", "H", "H", "H", "H", "H", "H", "H", "C", "C", "C", "O", "C", "N", "H", "H", "H", "H", "H", "H", "H", "H", "H", "H", "H", "C", "C", "C", "O", "C", "N", "H", "H", "H", "H", "H", "H", "H", "H", "H", "H", "H", "C", "C", "C", "O", "C", "N", "H", "H", "H", "H", "H", "H", "H", "H", "H", "H", "H", "C", "C", "C", "O", "C", "N", "H", "H", "H", "H", "H", "H", "H", "H", "H", "H", "H"],
  "positions_angstrom": [[20.4768, -18.1625, -10.1516], [19.8324, -16.7868, -10.2065], [18.3466, -16.7282, -9.5705], [17.8870, -15.4315, -9.5907], [16.7173, -14.9549, -8.9809], [20.6524, -15.8492, -9.5653], [21.5300, -18.1428, -10.4317], [19.8101, -18.7821, -10.7513], [20.4062, -18.4893, -9.1142], [19.8194, -16.5299, -11.2657], [18.3237, -17.0270, -8.5225], [17.7394, -17.4388, -10.1311], [16.7143, -15.1693, -7.9122], [15.7592, -15.3008, -9.3688], [16.7048, -13.8655, -9.0143], [20.0568, -15.0783, -9.2988], [20.9377, -16.2590, -8.6874], [20.0026, -9.7470, -3.9216], [20.6556, -10.7001, -2.9174], [19.7606, -11.2218, -1.7461], [18.8761, -10.2922, -1.0397], [19.5920, -9.3038, -0.4070], [21.2614, -11.8270, -3.6424], [19.6504, -8.8855, -3.3543], [19.1484, -10.2285, -4.3978], [20.7025, -9.4458, -4.7009], [21.4848, -10.1633, -2.4566], [20.3475, -11.8566, -1.0821], [19.0968, -11.9557, -2.2030], [19.1008, -8.7055, 0.3604], [19.8084, -8.4749, -1.0809], [20.5664, -9.6486, -0.0611], [20.4796, -12.3087, -4.0628], [21.6470, -11.4540, -4.4981], [18.8468, -19.8668, -7.8004], [18.8819, -19.4654, -6.2602], [18.0476, -18.1773, -5.9202], [18.7040, -17.0030, -6.3617], [17.9105, -15.8154, -6.0915], [18.4231, -20.5777, -5.4731], [19.7858, -19.5754, -8.2709], [18.1228, -19.2890, -8.3749], [18.5671, -20.8988, -8.0123], [19.9052, -19.4139, -5.8884], [17.7874, -18.1019, -4.8644], [17.0850, -18.3140, -6.4129], [17.5854, -15.6640, -5.0622], [17.0236, -15.9043, -6.7188], [18.4800, -14.8901, -6.1798], [17.9031, -20.1498, -4.7204], [17.8191, -21.1076, -6.0851], [15.2414, -10.6375, -1.9149], [16.7417, -10.1890, -2.1734], [16.9426, -9.2461, -3.4148], [16.3577, -9.9028, -4.5824], [16.5482, -9.0721, -5.7284], [17.1861, -9.5724, -0.9698], [15.0797, -11.1776, -0.9820], [14.7478, -11.2398, -2.6776], [14.5879, -9.7782, -1.7652], [17.2318, -11.1567, -2.2804], [18.0044, -9.1727, -3.6499], [16.6234, -8.2095, -3.3067], [17.5726, -8.9026, -6.0602], [15.9729, -8.1463, -5.7217], [16.0639, -9.5791, -6.5630], [18.1931, -9.4944, -0.9688], [16.9746, -10.0787, -0.1219], [14.1237, -12.1297, -9.3381], [12.7075, -12.2328, -8.7606], [11.7263, -11.7608, -9.8511], [10.4585, -11.2671, -9.4836], [9.6797, -12.2126, -8.8105], [12.5198, -13.6119, -8.2796], [14.1591, -12.2650, -10.4191], [14.7393, -12.8923, -8.8610], [14.4532, -11.1281, -9.0620], [12.6569, -11.6426, -7.8456], [11.6279, -12.5294, -10.6178], [12.1328, -10.8329, -10.2534], [8.7096, -12.1881, -9.3069], [9.5938, -11.9735, -7.7505], [10.0368, -13.2365, -8.9211], [13.2349, -13.6427, -7.5669], [11.6709, -13.5452, -7.7364], [14.8210, -16.5986, -7.4872], [13.9566, -15.3975, -7.7932], [14.2190, -14.9994, -9.3079], [15.2591, -14.0791, -9.5040], [15.6083, -13.9261, -10.8563], [12.5742, -15.5856, -7.5387], [14.3062, -17.5034, -7.8102], [14.8939, -16.6822, -6.4029], [15.7652, -16.5024, -8.0234], [14.4149, -14.6031, -7.2040], [13.3097, -14.6137, -9.7690], [14.3141, -15.8252, -10.0129], [14.6875, -13.6431, -11.3663], [15.9995, -14.8517, -11.2786], [16.3799, -13.1649, -10.9719], [12.0353, -14.7315, -7.5535], [12.2395, -16.1134, -8.3322], [15.6750, -13.9677, -7.1317], [16.6506, -13.4866, -6.0933], [17.6506, -12.3340, -6.4500], [18.5099, -12.1720, -5.2925], [19.3523, -11.0339, -5.3818], [15.9150, -13.0748, -4.9595], [16.1102, -14.3809, -8.0416], [14.8597, -13.3030, -7.4173], [15.0329, -14.6582, -6.5849], [17.2433, -14.2986, -5.6721], [17.1969, -11.3918, -6.7575], [18.2761, -12.5953, -7.3035], [19.5987, -10.7080, -6.3924], [20.1880, -11.3046, -4.7364], [18.7920, -10.2017, -4.9559], [16.5751, -12.9063, -4.2138], [15.4136, -12.1983, -4.9834], [14.6415, -18.3514, -2.8718], [15.2743, -17.5410, -3.9767], [15.1180, -15.9786, -4.0143], [15.8202, -15.4641, -2.8139], [15.9465, -14.0551, -2.9734], [16.7309, -17.9149, -4.0108], [13.5943, -18.0705, -2.7594], [14.9690, -18.3522, -1.8322], [14.4516, -19.3612, -3.2356], [14.8786, -17.9357, -4.9125], [14.0839, -15.6366, -3.9710], [15.4502, -15.6194, -4.9883], [14.9906, -13.5678, -2.7819], [16.2760, -13.6686, -3.9379], [16.6510, -13.5623, -2.3034], [17.2526, -17.2558, -3.4509], [16.7076, -18.7720, -3.4769]],
  "forces_ev_per_a": [[-1.155, 0.448, 0.703], [-1.539, -0.490, -0.165], [0.996, -1.331, -0.190], [1.612, 1.598, -1.761], [9.697, -7.088, -1.422], [1.103, 1.238, 1.068], [-0.250, -0.029, -0.410], [0.596, -0.608, -0.106], [0.409, 0.110, -0.390], [-0.686, 0.255, -0.199], [0.589, -0.571, 0.044], [-0.554, -0.040, -0.309], [2.972, -2.567, -1.742], [5.004, -4.755, 0.323], [3.827, -0.298, -0.420], [0.068, 0.511, -0.026], [0.284, 0.023, 0.364], [2.744, 5.322, 7.868], [0.889, 1.196, 0.829], [0.504, -1.124, -1.508], [13.649, -10.281, -1.614], [4.309, 2.540, 1.312], [0.270, -0.977, 1.240], [0.900, 0.731, 0.165], [5.719, 2.662, 11.985], [-0.038, 0.187, -0.004], [0.246, -0.037, 0.100], [0.370, 0.483, 0.416], [-0.511, 0.193, 0.047], [-0.628, -1.122, 0.449], [0.276, -0.062, -0.715], [-0.144, -0.135, 0.323], [0.248, -1.863, 1.038], [1.292, 0.195, 0.212], [0.232, 1.079, 0.819], [0.343, 0.765, -1.518], [3.185, -1.853, -2.098], [-0.110, 1.613, 0.185], [1.683, -2.413, 0.092], [-0.955, -0.543, 0.102], [-0.232, -0.974, 0.367], [-0.322, 0.269, 0.329], [0.475, -0.233, 0.339], [0.371, 1.079, -0.673], [1.779, -0.523, -2.025], [-0.498, 0.157, -0.298], [0.033, -1.192, 0.543], [0.358, 0.239, 0.577], [0.898, -0.863, -1.282], [-0.392, -0.715, 0.288], [-0.550, -0.318, 0.595], [-0.201, 0.893, -0.385], [-2.547, -0.186, 0.758], [0.115, -1.771, -0.002], [0.461, 1.481, 0.018], [-1.358, -0.821, -0.657], [-9.194, 5.527, 1.051], [0.753, -0.256, 0.101], [0.413, -0.032, -0.345], [0.171, 0.399, -0.239], [0.536, -0.158, -0.935], [-0.506, 0.174, 0.558], [-0.754, -0.156, 0.355], [0.298, 0.126, 0.506], [0.294, 0.400, 0.704], [0.080, -0.396, -0.074], [-6.730, 4.480, -1.228], [-0.574, -0.155, -0.311], [-1.495, 2.508, 1.407], [-0.142, 0.669, -0.589], [0.366, 1.204, 0.607], [0.275, -0.478, 0.417], [-0.876, -0.129, -0.312], [-1.596, 6.953, -1.632], [-0.235, 0.386, 0.330], [-0.948, 2.799, -0.274], [0.263, 0.253, -0.422], [-0.160, 0.956, -0.337], [0.096, -0.209, -0.207], [0.590, -0.372, -0.479], [-0.331, -0.054, 0.443], [-0.111, -0.010, 0.107], [0.198, -0.071, -0.084], [-0.276, 0.061, -0.061], [-0.758, 1.006, 0.052], [-1.131, -0.714, 0.220], [-1.106, -1.882, -3.213], [-3.454, -0.338, -1.281], [-9.824, 4.040, -6.130], [-0.835, 0.184, -0.890], [-0.686, -4.442, 1.304], [0.085, -0.138, -0.178], [0.396, -0.168, -0.267], [-0.387, -0.840, 0.683], [-5.595, -1.943, -3.094], [0.118, 0.308, 0.350], [1.019, -0.980, 0.343], [0.365, -0.106, -0.500], [0.019, -0.284, 0.144], [-0.160, 0.090, 0.241], [0.350, -3.259, 0.886], [-0.692, -0.512, 0.143], [0.649, 4.056, 4.978], [0.852, 3.092, -0.626], [0.482, -1.265, -0.055], [-0.464, -0.740, -1.627], [-3.304, -5.656, -6.480], [-1.877, 4.663, -4.978], [-3.401, 3.191, 5.137], [1.159, 1.695, 0.904], [4.860, 0.348, 3.440], [-0.892, 1.427, -0.423], [-0.489, 0.016, 0.482], [0.341, -0.327, -0.161], [0.415, -0.356, -0.541], [-1.649, 0.737, -2.735], [-6.932, -1.273, -11.422], [1.697, 4.691, -2.361], [-0.323, 0.503, -0.850], [-2.630, 0.089, 0.140], [1.027, 0.803, 0.185], [0.392, -1.291, 2.068], [-0.303, -0.362, -1.854], [0.624, -1.653, 4.502], [-4.536, 1.051, 3.959], [-0.334, 0.514, -0.022], [0.871, 0.220, -0.365], [0.773, -0.379, 0.154], [-0.284, 0.132, -0.054], [-0.347, -0.320, 0.212], [0.753, 0.180, 0.552], [-0.315, 0.070, -0.148], [-1.532, -7.045, 4.513], [0.187, -0.751, 1.287], [-0.065, 0.331, 0.555], [0.628, -0.317, 0.186]],
  "mulliken_charge": [-1.152, 0.306, 0.370, -0.388, -0.835, -0.827, 0.457, 0.402, -0.008, 0.361, -0.644, 0.321, -0.421, 0.498, 0.258, 0.300, 0.309, -0.461, 1.030, -0.376, -0.143, -1.327, -0.939, 0.298, -0.168, 0.529, 0.383, 0.485, -0.542, 0.325, 0.261, 0.418, 0.785, 0.544, -1.135, 0.387, -0.070, -0.538, -0.205, -0.802, -0.173, 0.260, 0.578, 0.297, 0.106, -0.051, 0.461, 1.051, 0.426, 0.265, 0.292, -1.785, 2.333, -0.613, -0.215, -0.720, -1.055, 0.475, 0.259, 0.413, -1.265, -0.062, 0.670, 0.308, 0.341, 0.119, 1.036, 0.320, -1.146, 0.135, -0.752, -0.409, -0.814, -0.333, 0.295, 0.216, 0.462, 0.568, 0.406, 0.285, 0.324, 0.280, 0.319, 0.335, 0.571, -1.070, 1.229, -1.361, -0.552, -0.992, -0.706, 0.954, -0.692, -0.118, -0.838, 0.883, 0.406, 0.571, 0.259, 0.171, 0.254, 0.449, -0.231, 1.113, -1.898, 0.021, 0.287, 0.039, -0.614, 1.227, -0.245, -0.861, 0.359, 0.958, 0.552, -1.872, -0.644, -0.345, 0.557, -1.964, 0.454, -0.298, -0.513, -0.884, -0.305, 0.486, 0.347, 0.495, 0.103, 0.630, -0.160, 0.378, -0.093, 0.448, 0.329, 0.437],
  "gap_ev": 7.4,
  "de_lowest_kcal_mol": 1115.3,
  "multiplicity": 1,
  "energy_ha": -2310.07725,
  "homo_energy_ev": -7.048,
  "lumo_energy_ev": 0.363
}